16 unconnected molecules or ions with the total composition C78H181N11O5 in a non-equilibrium geometry. Source: the Open Molecules 2025 dataset; level of theory: ωB97M-V with the def2-TZVPD basis set.

Properties
- E_HOMO: -0.302 Ha
- Molecular weight: 1353.38 Da
- Strongest force on any atom: 3.89 eV/Å

Geometry (Å):
1 C 13.39821 13.92472 13.75577
2 C 13.90549 12.84803 12.94668
3 N 14.37724 11.93827 12.36766
4 H 12.31331 13.85272 13.81710
5 H 13.70747 14.90396 13.36541
6 H 13.79457 13.79506 14.74353
7 C 15.72512 17.40646 19.25681
8 C 17.00925 18.04521 19.54688
9 N 17.99316 18.61945 19.73319
10 H 15.43202 17.62103 18.23302
11 H 15.00556 17.84222 19.94664
12 H 15.71220 16.33414 19.48675
13 C 22.16944 12.57460 11.98576
14 C 21.17610 12.81198 13.13236
15 N 21.61130 13.90660 13.96136
16 C 20.83058 14.00159 15.16751
17 C 20.95929 12.80448 16.10056
18 C 21.48582 15.19176 13.20013
19 C 22.85191 15.90129 12.88159
20 H 22.31699 13.51999 11.43456
21 H 21.87624 11.83087 11.25287
22 H 23.13196 12.36878 12.40586
23 H 20.20495 12.99494 12.68918
24 H 21.08568 11.89217 13.70115
25 H 21.18021 14.91597 15.70348
26 H 19.77661 14.29996 15.07055
27 H 20.24180 12.05955 15.76316
28 H 21.98622 12.41330 16.12270
29 H 20.72814 13.12564 17.11695
30 H 20.73124 15.80667 13.66914
31 H 21.10353 14.95081 12.19619
32 H 22.65915 16.61214 12.09189
33 H 23.56648 15.14818 12.54594
34 H 23.35585 16.36300 13.72289
35 C 11.66166 16.55797 18.40043
36 C 10.62233 16.81316 19.46105
37 N 10.91635 16.26307 20.79593
38 C 10.92670 14.79802 20.91149
39 C 9.73446 14.07446 20.30049
40 C 12.04812 16.83234 21.41578
41 C 11.97573 16.80674 22.93677
42 H 12.64493 16.94621 18.65902
43 H 11.35961 17.03261 17.46493
44 H 11.74457 15.49781 18.19216
45 H 10.43643 17.87858 19.57525
46 H 9.66398 16.43153 19.07104
47 H 10.93067 14.53227 21.97077
48 H 11.82788 14.30670 20.49854
49 H 9.97043 13.02694 20.23278
50 H 9.53570 14.38451 19.28647
51 H 8.79098 14.30036 20.81621
52 H 13.03647 16.45267 21.07415
53 H 11.95923 17.90181 21.13324
54 H 11.24745 17.54830 23.28880
55 H 11.64429 15.80760 23.21297
56 H 12.95617 16.95292 23.44292
57 C 10.05621 16.05917 14.40539
58 C 9.17558 14.83839 14.15359
59 N 9.72246 13.62379 14.67653
60 C 9.37708 13.42496 16.06267
61 C 10.28156 12.44821 16.81862
62 C 9.26220 12.53048 13.81577
63 C 10.05185 12.32980 12.51087
64 H 11.01774 15.89846 13.89568
65 H 10.24053 16.29216 15.45551
66 H 9.66064 16.98926 13.98791
67 H 8.14438 15.06336 14.44812
68 H 9.17897 14.70319 13.07978
69 H 9.24226 14.38191 16.56698
70 H 8.35586 12.99151 16.18919
71 H 9.98637 12.49251 17.87414
72 H 10.17274 11.42394 16.49142
73 H 11.33015 12.70958 16.69268
74 H 8.14424 12.56190 13.62977
75 H 9.34764 11.58840 14.36687
76 H 9.65470 11.46706 11.97368
77 H 11.11452 12.24555 12.70652
78 H 9.99901 13.15825 11.78581
79 C 20.67737 18.83125 10.93286
80 C 19.49441 19.53319 10.31999
81 N 18.29318 19.54688 11.11456
82 C 18.40620 20.46156 12.26145
83 C 17.36008 20.38890 13.31077
84 C 17.09728 19.89862 10.35315
85 C 16.62758 18.87526 9.38948
86 H 21.54606 18.95568 10.30817
87 H 20.46095 17.76355 11.03974
88 H 21.01070 19.20271 11.89193
89 H 19.79957 20.55442 10.05211
90 H 19.28279 18.99067 9.37931
91 H 19.36433 20.32877 12.75332
92 H 18.49913 21.52952 11.89385
93 H 16.35033 20.61454 12.99524
94 H 17.26122 19.37457 13.67000
95 H 17.64401 20.96758 14.17034
96 H 17.16768 20.88531 9.87507
97 H 16.33657 20.13554 11.10586
98 H 16.52279 17.89003 9.86662
99 H 17.26939 18.67268 8.50016
100 H 15.61655 19.12976 9.04228
101 C 20.43722 14.40151 23.97306
102 C 19.99806 14.82341 22.54338
103 N 20.47384 16.17518 22.11720
104 C 20.35296 16.31083 20.67509
105 C 21.58233 15.75595 20.01440
106 C 19.71126 17.15069 22.84578
107 C 20.33890 18.57140 22.90131
108 H 20.25931 13.32539 24.13142
109 H 19.88170 14.87866 24.75334
110 H 21.44696 14.79331 24.15942
111 H 20.42452 14.15183 21.82941
112 H 18.88541 14.75493 22.53102
113 H 19.46346 15.83308 20.25250
114 H 20.20018 17.35522 20.36220
115 H 22.42018 16.39763 20.26871
116 H 21.77538 14.76034 20.31554
117 H 21.57821 15.71705 18.89838
118 H 19.56566 16.80968 23.88132
119 H 18.73899 17.30619 22.42431
120 H 19.57654 19.26806 23.32738
121 H 20.55723 18.94066 21.88983
122 H 21.23644 18.58013 23.52930
123 C 15.81788 20.99005 16.99655
124 C 15.26474 21.27264 18.35975
125 N 14.01226 20.58513 18.62172
126 C 12.93725 21.17370 17.86375
127 C 11.61465 20.51696 18.16710
128 C 13.73478 20.61311 20.05625
129 C 13.46213 21.91455 20.75492
130 H 15.80443 19.91452 16.76957
131 H 16.87275 21.25790 16.90606
132 H 15.27783 21.49243 16.18229
133 H 15.99740 21.02307 19.12840
134 H 15.07835 22.35801 18.42408
135 H 13.18435 21.10952 16.80140
136 H 12.92319 22.22106 18.11370
137 H 11.17276 20.86984 19.08269
138 H 11.67508 19.41396 18.29293
139 H 10.84920 20.74594 17.42612
140 H 12.90050 19.92954 20.25033
141 H 14.55302 20.10970 20.57679
142 H 12.44243 22.30535 20.61900
143 H 13.61608 21.89333 21.83183
144 H 14.12630 22.70319 20.36079
145 C 14.14102 16.54185 10.91047
146 C 14.70967 17.23720 12.16620
147 N 13.69382 17.43810 13.19469
148 C 12.60065 18.29024 12.70052
149 C 12.96401 19.53902 11.90336
150 C 14.37727 17.96708 14.32157
151 C 13.51027 18.05646 15.57870
152 H 13.62824 17.22903 10.21402
153 H 13.52056 15.71442 11.22250
154 H 14.92740 16.08963 10.29194
155 H 15.50050 16.63370 12.61896
156 H 15.19149 18.17800 11.79259
157 H 11.98596 17.73572 11.97683
158 H 11.91632 18.42363 13.55485
159 H 12.03891 19.92570 11.50612
160 H 13.48153 20.25956 12.55114
161 H 13.60775 19.32761 11.06998
162 H 14.90186 18.91413 14.10308
163 H 15.20886 17.28521 14.57669
164 H 14.14809 18.34614 16.38358
165 H 13.07799 17.08303 15.77180
166 H 12.74467 18.76448 15.39000
167 C 20.76012 9.05673 16.43226
168 C 19.23875 8.83849 16.44862
169 N 18.42312 10.00872 15.99861
170 C 17.03117 9.91421 16.47449
171 C 16.85968 9.91218 17.98990
172 C 18.51072 10.11872 14.54972
173 C 17.95307 11.41281 13.92902
174 H 21.25695 8.16210 16.88252
175 H 20.93588 9.91338 17.09233
176 H 21.17751 9.23862 15.43415
177 H 18.98915 7.97391 15.80708
178 H 18.95058 8.60199 17.45152
179 H 16.55147 10.83490 16.13776
180 H 16.51060 9.10543 15.94898
181 H 17.35687 9.08737 18.53326
182 H 17.29014 10.83519 18.44705
183 H 15.79736 9.88570 18.20840
184 H 18.01546 9.26048 14.06160
185 H 19.58727 10.02598 14.33757
186 H 18.02535 11.32894 12.84463
187 H 18.37923 12.33490 14.34304
188 H 16.85849 11.48342 14.12230
189 C 14.20216 14.39694 17.13659
190 C 15.52494 13.62386 17.02180
191 N 16.64230 14.48717 17.02491
192 C 17.83821 13.84222 17.57162
193 C 17.84268 13.96760 19.09810
194 C 16.80583 15.07072 15.71367
195 C 17.39758 16.43311 15.77482
196 H 13.30477 13.79102 17.15039
197 H 14.18897 15.13439 16.33365
198 H 14.23302 14.94450 18.04884
199 H 15.55056 12.91211 17.86673
200 H 15.54442 12.93459 16.15188
201 H 18.00021 12.80131 17.23188
202 H 18.68606 14.40941 17.22444
203 H 18.71601 13.61627 19.63847
204 H 17.68273 15.01246 19.28817
205 H 16.92839 13.46722 19.45731
206 H 15.81745 15.16934 15.25724
207 H 17.41968 14.51723 14.99062
208 H 17.61976 16.72765 14.75844
209 H 18.35926 16.45836 16.26944
210 H 16.78358 17.12386 16.34420
211 C 11.20051 10.23422 20.59673
212 C 12.42333 10.03362 19.62382
213 C 13.08234 11.41392 19.54366
214 O 12.70582 12.11806 20.73022
215 C 11.85302 11.26819 21.53744
216 H 10.94946 9.26350 21.08277
217 H 10.33324 10.73650 20.17107
218 H 12.18530 9.61035 18.65445
219 H 13.05013 9.34384 20.18036
220 H 12.71255 11.95263 18.68514
221 H 14.19352 11.32962 19.47453
222 H 11.08018 11.81719 22.05957
223 H 12.46145 10.69694 22.27606
224 C 13.62912 8.35467 14.86208
225 C 13.03371 9.65851 14.29159
226 C 13.62987 10.67885 15.25220
227 O 13.56797 10.03846 16.54498
228 C 13.65956 8.64926 16.37867
229 H 14.62780 8.16168 14.43659
230 H 13.13788 7.44776 14.49351
231 H 11.95342 9.54743 14.33133
232 H 13.29508 9.89746 13.25932
233 H 13.05181 11.61199 15.29692
234 H 14.63986 10.91719 14.89972
235 H 12.80590 8.21704 16.88805
236 H 14.57824 8.32546 16.85828
237 C 22.85598 10.99393 20.66260
238 C 22.26298 11.16552 19.25241
239 C 20.81373 11.44202 19.50025
240 O 20.45820 10.65173 20.69460
241 C 21.68355 10.27446 21.34536
242 H 23.01554 11.98815 21.07086
243 H 23.77985 10.42690 20.72386
244 H 22.34995 10.23488 18.63943
245 H 22.77728 11.93004 18.68069
246 H 20.17091 11.15240 18.64848
247 H 20.59992 12.47994 19.72652
248 H 21.76800 9.17240 21.21584
249 H 21.74872 10.52969 22.41913
250 C 21.11655 17.68485 16.10615
251 C 20.96687 18.71311 17.26742
252 C 19.75278 19.47591 16.84304
253 O 19.58106 19.34569 15.44680
254 C 20.62229 18.46267 14.97319
255 H 20.42229 16.86430 16.31139
256 H 22.11957 17.29510 16.04876
257 H 21.87592 19.33435 17.22908
258 H 20.95970 18.30796 18.27226
259 H 19.87468 20.55787 17.10708
260 H 18.86921 19.11685 17.37081
261 H 21.43714 19.08166 14.54964
262 H 20.17094 17.85818 14.19195
263 C 15.63215 10.28028 22.18684
264 C 16.81691 11.06391 21.65186
265 C 17.53770 11.49014 22.94507
266 O 16.45774 11.80978 23.82509
267 C 15.54413 10.71892 23.66803
268 H 15.68924 9.17521 22.09916
269 H 14.71507 10.63712 21.66948
270 H 16.41099 11.94124 21.14942
271 H 17.50567 10.56140 20.97851
272 H 18.23445 12.34130 22.84750
273 H 18.06803 10.59978 23.31248
274 H 14.54938 11.07429 23.90853
275 H 15.71377 9.88473 24.37824


A molecular structure, C5H9NO2 in a non-equilibrium geometry. Source: the Open Molecules 2025 dataset; level of theory: ωB97M-V with the def2-TZVPD basis set.

Properties
- E_HOMO: -0.329 Ha
- Molecular weight: 115.13 Da
- Strongest force on any atom: 8.07 eV/Å
- ΔE to the lowest compared entry with this formula, charge and spin: 1215.1 kJ/mol

Geometry (Å):
1 C -1.82352 -0.79964 -0.33043
2 C -0.50797 -0.34497 0.18644
3 C -0.28779 0.96460 0.93762
4 C 0.61703 -1.02333 -0.21834
5 C 2.02105 -0.90120 0.16795
6 H -2.14110 -2.19340 0.64132
7 H -1.59171 -1.30743 -1.79672
8 H -2.83168 0.19649 -0.41920
9 H 0.68460 1.19790 1.62831
10 H -1.12147 1.07797 1.55065
11 H -1.28993 2.73077 -0.31580
12 H 0.43616 -1.82436 -0.86121
13 H 2.58434 -1.65883 0.45412
14 H 1.21818 1.07419 -0.61015
15 N 2.76676 0.11036 0.06309
16 O -0.90994 1.51443 -0.44366
17 O 2.17700 1.18644 -0.63398


2 unconnected molecules or ions with the total composition C3H6O3 in a non-equilibrium geometry. Source: the Open Molecules 2025 dataset; level of theory: ωB97M-V with the def2-TZVPD basis set.

Properties
- E_HOMO: -0.362 Ha
- Molecular weight: 90.08 Da
- Strongest force on any atom: 1.86 eV/Å
- ΔE to the lowest compared entry with this formula, charge and spin: 191.4 kJ/mol

Geometry (Å):
1 C -0.08472 -0.24804 1.68299
2 C 0.99178 -0.20057 0.89482
3 O 1.39094 -1.12793 -0.08325
4 H 0.05940 0.28607 2.61132
5 H -1.05097 -0.69718 1.40708
6 H 1.80656 0.48083 1.11510
7 H 0.82980 -1.90952 0.01979
8 O -2.05424 0.32933 -0.99785
9 C -1.16809 0.86268 -1.61317
10 O 0.09171 0.51124 -1.76195
11 H -1.43608 1.79887 -2.11334
12 H 0.62391 -0.08577 -1.16155


no.,E_tot (eV)
1,-110444.585
2,-10903.982
3,-9349.333